# 1
Below is C2H6CdO9 as an isolated structure, with properties calculated with ωB97M-V with the def2-TZVPD basis set.

```
! wB97M-V def2-TZVPD RIJCOSX def2/J DEFGRID3
* xyz -2 1
Cd 6.87 12.71 11.66
C 7.61 12.83 14.02
O 7.52 11.64 13.38
O 8.14 12.86 15.19
O 6.56 13.49 13.66
C 5.27 13.63 9.88
O 6.40 12.92 9.53
O 5.03 13.76 11.14
O 4.57 13.99 8.96
O 5.64 10.75 11.71
H 6.02 10.18 12.35
H 4.74 10.81 11.93
O 8.93 12.18 10.71
H 9.66 12.82 10.89
H 8.90 12.04 9.77
O 7.90 14.82 11.19
H 7.62 15.68 11.44
H 8.49 14.91 10.46
*
```

The LUMO energy comes out at 5.241 eV. The highest occupied orbital energy comes out at 0.225 eV. As for the HOMO-LUMO gap: 5.02 eV.

# 2
Below is C2H6Cl2NO as an isolated structure, with properties calculated with ωB97M-V with the def2-TZVPD basis set.

```
! wB97M-V def2-TZVPD RIJCOSX def2/J DEFGRID3
* xyz 1 1
C -0.14 0.09 0.99
C 0.34 -1.18 -0.39
N -0.39 1.33 0.29
O 0.67 -0.25 -1.36
Cl 1.59 -2.08 0.14
Cl -1.22 -1.89 -0.64
H -0.98 -0.21 1.62
H 0.92 -0.03 1.35
H -1.37 1.51 0.01
H 0.10 1.26 -0.67
H -0.08 2.09 0.91
H 0.55 -0.63 -2.24
*
```

The LUMO energy comes out at -3.600 eV. The energy above the lowest of the compared OMol25 structures with the same formula, charge and spin comes out at 49.8 kcal/mol. The highest occupied orbital energy comes out at -14.364 eV. As for the HOMO-LUMO gap: 10.76 eV.